Record 1
9
Properties=species:S:1:pos:R:3 method="wB97M-V/def2-TZVPD" total_charge=0 relative_energy_kcal_mol=128.6 homo_lumo_gap_ev=9.08 homo_ev=-9.0 e_tot_ha=-192.589154
C -0.04 -0.56 0.16
C 1.06 -0.18 -0.36
C 0.28 0.60 -1.05
C -1.25 -1.14 0.32
C 1.22 -0.55 1.05
H -1.68 -1.10 -0.67
H -1.06 -1.98 1.25
H 1.34 0.01 1.89
H 1.27 -1.63 1.29


Record 2
20
Properties=species:S:1:pos:R:3 method="wB97M-V/def2-TZVPD" total_charge=-1 relative_energy_kcal_mol=42.4 homo_lumo_gap_ev=6.68 homo_ev=-2.9 e_tot_ha=-440.040618
C -0.51 1.44 0.87
N -0.04 0.94 -0.45
C -0.19 -0.55 -0.60
C 1.03 -1.25 0.03
O 0.97 -1.14 1.47
C -1.53 -1.18 -0.11
O -2.60 -0.57 -0.57
H -1.34 0.80 1.14
H 0.28 1.14 1.57
H -0.76 2.51 0.87
H -0.50 1.41 -1.22
H -0.12 -0.65 -1.69
H 0.92 -2.34 -0.08
H 2.03 -0.90 -0.22
H 0.12 -1.49 1.77
H -1.33 -2.31 -0.37
H -1.53 -1.32 1.00
H 2.68 2.04 0.05
H 1.77 1.29 -1.01
O 2.38 2.07 -0.86


Record 3
60
Properties=species:S:1:pos:R:3 method="wB97M-V/def2-TZVPD" total_charge=-1 relative_energy_kcal_mol=12.5 homo_lumo_gap_ev=7.16 homo_ev=-4.7 e_tot_ha=-2073.910369
Ba 0.58 1.00 -0.73
N 1.69 -0.73 3.60
C 1.53 -0.77 2.23
S 2.70 0.15 1.33
N 0.49 -1.51 1.88
N 0.42 -1.74 0.52
C -0.71 -2.18 0.11
C -1.97 -2.41 0.88
C -3.18 -1.97 0.37
C -4.36 -2.18 1.06
C -4.35 -2.85 2.28
C -3.14 -3.31 2.79
C -1.96 -3.09 2.10
C -0.75 -2.49 -1.36
C -1.35 -3.67 -1.81
C -1.34 -3.94 -3.17
C -0.75 -3.03 -4.03
C -0.19 -1.88 -3.50
N -0.18 -1.61 -2.19
H 2.16 0.09 3.95
H 0.85 -1.01 4.10
H -3.20 -1.46 -0.58
H -5.29 -1.80 0.65
H -5.27 -3.00 2.83
H -3.11 -3.83 3.74
H -1.02 -3.41 2.52
H -1.81 -4.33 -1.09
H -1.79 -4.86 -3.54
H -0.73 -3.20 -5.10
H 0.25 -1.12 -4.13
C 3.07 -0.65 -5.09
C 3.26 0.01 -3.76
N 4.07 -0.36 -2.86
O 4.81 -1.49 -3.27
C 2.46 1.23 -3.37
C 3.10 2.55 -3.13
N 1.20 1.01 -3.26
O 0.47 2.06 -2.81
H 2.98 -1.73 -4.97
H 3.93 -0.47 -5.74
H 2.18 -0.25 -5.56
H 5.29 -1.71 -2.46
H 4.17 2.45 -3.02
H 2.70 3.04 -2.24
H 2.88 3.25 -3.95
O 0.86 3.32 0.54
C 0.02 3.01 1.39
N -0.78 1.89 1.35
C -1.61 1.96 2.47
O -2.50 1.18 2.77
C -1.24 3.16 3.30
C -1.74 3.62 4.50
C -1.17 4.78 5.02
C -0.14 5.44 4.35
C 0.35 4.96 3.13
C -0.23 3.81 2.64
H -2.54 3.09 5.01
H -1.52 5.17 5.97
H 0.29 6.34 4.78
H 1.14 5.46 2.59